Molecular formula: C2H4Br2O2
Method: DFT, ωB97M-V/def2-TZVPD

Geometry (Å):
O  0.220  -2.766  0.541
C  1.003  -1.972  0.185
C  1.572  -0.928  -0.400
Br  2.879  -0.046  0.730
H  1.864  -0.803  -1.434
Br  -1.936  3.966  0.669
H  -1.872  2.657  0.304
O  -1.380  0.285  -0.140
H  -1.700  -0.241  -0.837
H  -0.649  -0.152  0.382

## Properties
Max |F| in eV Å⁻¹: 3.04
SMILES: O=C=CBr.Br.O
E_LUMO in eV: -0.723
Relative energy (zero: lowest compared OMol25 entry of this formula, charge and spin) in kcal per mole: 35.6

***

Molecular formula: C3H8N2O
Method: DFT, ωB97M-V/def2-TZVPD

Geometry (Å):
C  -1.781  -0.442  -0.638
C  -1.034  -0.043  0.618
O  -0.877  1.220  0.883
H  0.236  -0.471  0.348
H  -1.605  -1.492  -0.881
H  -2.849  -0.292  -0.475
H  -1.470  0.178  -1.479
N  1.435  1.172  0.123
C  1.503  -0.123  0.055
N  2.112  -1.158  -0.275
H  2.249  1.674  0.449
H  0.290  1.475  0.514
H  3.012  -1.000  -0.727
H  -1.222  -0.698  1.483

## Properties
Max |F| in eV Å⁻¹: 1.08
E_LUMO in eV: 0.141
Relative energy (zero: lowest compared OMol25 entry of this formula, charge and spin) in kcal per mole: 84.8

***

Molecular formula: C18H17Cl2F3N4O2
Method: DFT, ωB97M-V/def2-TZVPD

Geometry (Å):
O  -1.538  2.614  0.074
C  -1.279  1.421  0.050
N  -1.756  0.642  1.092
C  -2.722  1.134  2.086
C  -2.499  0.409  3.441
C  -3.473  0.885  4.471
C  -3.188  2.284  4.987
O  -1.852  2.359  5.554
C  -0.827  1.933  4.625
C  -1.061  0.516  4.097
C  -0.254  0.929  -0.914
C  0.733  1.825  -1.303
N  1.721  1.466  -2.114
C  1.735  0.249  -2.550
N  2.806  0.042  -3.394
C  3.219  -1.094  -4.091
C  2.305  -2.110  -4.476
C  2.729  -3.267  -5.127
C  4.095  -3.506  -5.286
Cl  4.697  -5.021  -5.947
C  4.968  -2.505  -4.930
C  4.551  -1.256  -4.364
Cl  5.794  -0.102  -3.966
N  0.825  -0.636  -2.268
C  -0.194  -0.368  -1.457
C  -1.152  -1.540  -1.140
F  -2.451  -1.173  -1.399
F  -0.983  -1.886  0.171
F  -0.884  -2.625  -1.926
H  -1.394  -0.329  1.187
H  -3.739  0.992  1.708
H  -2.562  2.176  2.301
H  -2.692  -0.639  3.289
H  -3.479  0.210  5.339
H  -4.479  0.839  4.077
H  -3.364  3.038  4.194
H  -3.874  2.502  5.766
H  -0.785  2.665  3.792
H  0.127  2.007  5.142
H  -1.000  -0.224  4.916
H  -0.270  0.260  3.386
H  0.711  2.824  -0.879
H  3.432  0.825  -3.374
H  1.286  -2.008  -4.258
H  2.002  -4.033  -5.455
H  6.015  -2.723  -5.126

## Properties
Max |F| in eV Å⁻¹: 3.63
SMILES: O=C(NCC1CCOCC1)c1cnc(Nc2ccc(Cl)cc2Cl)nc1C(F)(F)F
E_LUMO in eV: -0.305

***

Molecular formula: Ca2I
Method: DFT, ωB97M-V/def2-TZVPD

Geometry (Å):
Ca  -2.771  -14.487  21.891
Ca  -3.341  -13.091  17.098
I  -4.348  -14.752  19.353

## Properties
Max |F| in eV Å⁻¹: 0.50
Charge: +3
E_LUMO in eV: -12.970
Relative energy (zero: lowest compared OMol25 entry of this formula, charge and spin) in kcal per mole: 0.0

***

Molecular formula: C46H52BrCrN5O3
Method: DFT, ωB97M-V/def2-TZVPD

Geometry (Å):
Cr  0.412  0.241  -0.067
O  1.189  1.795  5.211
C  2.371  2.195  4.698
C  3.247  2.875  5.532
C  4.474  3.336  5.067
C  4.827  3.118  3.741
C  3.961  2.435  2.904
C  2.729  1.939  3.347
C  1.848  1.235  2.443
O  2.301  1.012  1.158
N  0.628  0.923  2.819
N  -0.182  0.390  1.917
C  -1.378  -0.003  2.373
C  -2.273  -0.858  1.663
C  -3.478  -1.239  2.279
C  -4.354  -2.142  1.700
C  -4.034  -2.702  0.468
C  -2.856  -2.342  -0.176
C  -1.970  -1.412  0.377
O  -0.903  -1.077  -0.306
H  0.675  1.403  4.451
H  2.939  3.040  6.557
H  5.140  3.867  5.737
H  5.772  3.481  3.354
H  4.212  2.283  1.868
H  -1.621  0.251  3.403
H  -3.711  -0.806  3.248
H  -5.276  -2.410  2.204
H  -4.705  -3.416  0.002
H  -2.596  -2.753  -1.145
C  0.792  1.040  -5.757
C  0.323  -0.317  -5.319
C  0.689  -1.487  -5.963
C  0.273  -2.712  -5.470
C  -0.503  -2.694  -4.321
Br  -1.039  -4.367  -3.563
N  -0.883  -1.610  -3.695
C  -0.478  -0.443  -4.189
H  1.292  0.992  -6.726
H  1.492  1.450  -5.025
H  -0.041  1.740  -5.831
H  1.316  -1.448  -6.848
H  0.552  -3.644  -5.940
H  -0.780  0.429  -3.621
C  5.882  1.592  0.180
C  4.649  1.021  -0.535
C  4.808  1.246  -2.044
C  4.457  -0.456  -0.212
C  5.523  -1.273  -0.585
C  5.504  -2.646  -0.457
C  4.364  -3.221  0.083
C  3.276  -2.474  0.503
C  2.114  -3.289  1.059
C  1.435  -2.755  2.326
C  1.101  -3.624  -0.040
C  3.291  -1.045  0.358
N  2.137  -0.436  0.811
C  1.201  0.815  -1.864
C  0.487  1.956  -1.730
N  -0.566  1.871  -0.826
C  -1.231  2.989  -0.352
C  -2.649  2.925  -0.325
C  -3.387  4.038  0.038
C  -2.766  5.232  0.389
C  -1.385  5.281  0.422
C  -0.603  4.175  0.092
C  0.897  4.251  0.325
C  1.594  5.212  -0.641
C  1.205  4.648  1.772
C  -3.322  1.645  -0.778
C  -3.527  1.670  -2.294
C  -4.629  1.342  -0.051
H  5.938  2.677  0.052
H  6.798  1.163  -0.235
H  5.870  1.371  1.247
H  3.769  1.572  -0.220
H  5.756  0.835  -2.404
H  4.798  2.316  -2.271
H  4.001  0.771  -2.596
H  6.402  -0.805  -1.014
H  6.348  -3.251  -0.765
H  4.315  -4.299  0.205
H  2.580  -4.237  1.354
H  0.729  -1.957  2.116
H  2.172  -2.371  3.036
H  0.893  -3.578  2.803
H  0.644  -2.728  -0.452
H  0.288  -4.241  0.356
H  1.588  -4.167  -0.854
H  2.049  0.782  -2.537
H  0.651  2.922  -2.233
H  -4.470  3.983  0.043
H  -3.355  6.101  0.661
H  -0.897  6.195  0.746
H  1.313  3.255  0.173
H  1.207  6.228  -0.515
H  1.435  4.919  -1.680
H  2.671  5.234  -0.451
H  0.856  5.662  1.990
H  2.280  4.610  1.962
H  0.719  3.965  2.471
H  -2.625  0.835  -0.573
H  -4.223  2.466  -2.579
H  -3.925  0.713  -2.645
H  -2.574  1.849  -2.796
H  -5.412  2.069  -0.287
H  -4.478  1.331  1.029
H  -4.990  0.352  -0.340

## Properties
Max |F| in eV Å⁻¹: 0.87
Charge: -2
E_LUMO (alpha / beta) in eV: 3.999 / 3.999
Spin multiplicity: 5
Relative energy (zero: lowest compared OMol25 entry of this formula, charge and spin) in kcal per mole: 82.9

***

Molecular formula: C53H52Cl2N6O7SZr
Method: DFT, ωB97M-V/def2-TZVPD

Geometry (Å):
Zr  0.428  1.536  0.338
C  0.507  -3.728  -0.540
O  1.115  -2.639  0.136
C  0.278  -2.331  1.189
N  -0.991  -2.746  0.991
C  -0.976  -3.753  -0.103
C  -1.415  -5.124  0.335
C  -1.130  -5.600  1.610
C  -1.500  -6.886  1.973
C  -2.147  -7.710  1.057
C  -2.418  -7.241  -0.221
C  -2.056  -5.949  -0.578
C  0.727  -1.462  2.213
C  0.356  -1.620  3.565
C  0.991  -0.887  4.527
C  1.993  0.021  4.146
C  2.217  0.166  2.802
N  1.593  -0.513  1.827
C  3.161  1.189  2.299
N  2.821  2.149  1.545
C  4.054  2.887  1.194
C  5.134  2.175  2.041
O  4.450  1.053  2.654
C  4.008  4.367  1.480
C  4.291  5.289  0.483
C  4.266  6.652  0.755
C  3.960  7.100  2.033
C  3.688  6.180  3.039
C  3.717  4.821  2.763
H  0.998  -4.660  -0.258
H  0.604  -3.574  -1.613
H  -1.621  -3.384  -0.895
H  -0.616  -4.960  2.321
H  -1.286  -7.246  2.971
H  -2.438  -8.714  1.341
H  -2.926  -7.874  -0.937
H  -2.294  -5.570  -1.568
H  -0.397  -2.353  3.829
H  0.744  -1.025  5.573
H  2.550  0.604  4.866
H  4.231  2.729  0.128
H  5.515  2.810  2.837
H  5.963  1.793  1.450
H  4.511  4.940  -0.521
H  4.479  7.362  -0.034
H  3.935  8.161  2.246
H  3.456  6.522  4.040
H  3.493  4.107  3.550
C  0.719  2.035  -5.083
C  0.211  0.606  -4.985
N  -0.490  0.300  -3.724
C  -1.957  0.280  -3.783
C  -2.557  1.550  -4.369
C  0.204  0.080  -2.625
S  -0.557  -0.475  -1.146
N  1.550  0.119  -2.756
C  2.384  0.408  -1.808
O  2.110  0.973  -0.685
C  3.823  0.084  -2.019
C  4.641  -0.086  -0.906
C  5.985  -0.388  -1.070
C  6.517  -0.502  -2.348
C  5.701  -0.331  -3.460
C  4.353  -0.044  -3.297
H  1.113  2.207  -6.088
H  1.515  2.207  -4.359
H  -0.063  2.764  -4.872
H  1.042  -0.093  -5.071
H  -0.496  0.388  -5.785
H  -2.321  0.126  -2.773
H  -2.251  -0.590  -4.377
H  -2.156  2.445  -3.891
H  -3.636  1.527  -4.212
H  -2.378  1.632  -5.443
H  4.204  -0.015  0.082
H  6.615  -0.541  -0.203
H  7.568  -0.729  -2.478
H  6.115  -0.423  -4.456
H  3.703  0.092  -4.152
Cl  1.064  4.438  0.272
C  0.405  4.931  1.848
Cl  0.477  3.568  2.972
H  -0.637  5.187  1.704
H  1.001  5.747  2.235
C  -4.322  -1.365  1.713
C  -3.520  -2.677  1.522
C  -3.821  -3.562  2.744
C  -2.073  -2.250  1.567
C  -3.981  -3.300  0.207
C  -3.775  -2.600  -0.985
C  -4.244  -3.089  -2.193
C  -4.951  -4.287  -2.236
C  -5.169  -4.986  -1.060
C  -4.682  -4.499  0.150
H  -4.077  -0.900  2.671
H  -5.391  -1.585  1.686
H  -4.099  -0.646  0.923
H  -3.551  -3.015  3.650
H  -3.254  -4.494  2.719
H  -4.886  -3.799  2.807
H  -1.868  -1.421  2.238
H  -3.224  -1.663  -0.965
H  -4.062  -2.531  -3.103
H  -5.329  -4.667  -3.176
H  -5.713  -5.922  -1.076
H  -4.846  -5.079  1.049
O  -2.392  1.155  3.425
C  -1.830  1.522  2.425
O  -0.705  0.955  1.959
C  -2.268  2.639  1.509
C  -2.894  3.790  1.834
C  -3.164  4.739  0.762
C  -2.666  4.622  -0.495
C  -1.796  3.493  -0.767
C  -1.786  2.416  0.189
N  -0.862  3.459  -1.674
O  0.091  2.452  -1.466
O  -0.697  4.196  -2.691
H  -3.207  3.991  2.851
H  -3.774  5.606  0.990
H  -2.869  5.356  -1.264
H  -1.891  1.406  -0.207

## Properties
Max |F| in eV Å⁻¹: 1.30
E_LUMO (alpha / beta) in eV: 0.181 / 0.182

***

Molecular formula: C4H9NO2
Method: DFT, ωB97M-V/def2-TZVPD

Geometry (Å):
C  -1.037  1.085  -1.617
N  -0.727  0.735  -0.224
C  -1.860  1.102  0.642
C  -0.397  -0.700  -0.122
C  1.119  -0.803  0.230
O  1.254  -1.064  1.541
O  1.978  -0.512  -0.522
H  -1.844  0.426  -1.924
H  -1.285  2.136  -1.830
H  -0.130  1.102  -2.236
H  -2.039  2.175  0.695
H  -1.620  0.867  1.680
H  -2.735  0.564  0.291
H  -0.942  -1.134  0.709
H  -0.646  -1.253  -1.021
H  2.201  -0.857  1.719

## Properties
Max |F| in eV Å⁻¹: 3.87
Charge: +1
E_LUMO (alpha / beta) in eV: -2.923 / -8.324
Spin multiplicity: 2
Relative energy (zero: lowest compared OMol25 entry of this formula, charge and spin) in kcal per mole: 31.5

***

Molecular formula: C5H11NO
Method: DFT, ωB97M-V/def2-TZVPD

Geometry (Å):
C  -0.093  -1.186  -1.900
C  0.837  -0.453  -0.937
C  0.204  -0.114  0.414
C  1.227  0.483  1.403
N  -0.932  0.778  0.198
C  -1.881  0.948  1.151
O  -1.888  0.368  2.220
H  -0.416  -2.145  -1.479
H  -0.995  -0.603  -2.115
H  0.410  -1.386  -2.852
H  1.731  -1.059  -0.749
H  1.198  0.480  -1.398
H  -0.216  -1.028  0.852
H  1.442  -0.213  2.218
H  2.174  0.726  0.909
H  0.838  1.398  1.855
H  -0.977  1.334  -0.644
H  -2.663  1.674  0.856

## Properties
Max |F| in eV Å⁻¹: 0.35
SMILES: CC[C@@H](C)NC=O
E_LUMO in eV: 0.928
Relative energy (zero: lowest compared OMol25 entry of this formula, charge and spin) in kcal per mole: 7.4

***

Molecular formula: C4H11N2S
Method: DFT, ωB97M-V/def2-TZVPD

Geometry (Å):
C  2.387  -0.729  -1.077
C  1.232  -0.261  -0.674
N  0.122  0.388  -1.654
C  0.757  -0.003  0.727
N  -0.532  -0.596  0.821
C  -1.539  0.146  1.472
S  -2.305  1.477  0.320
H  2.501  -1.031  -2.152
H  3.285  -1.087  -0.416
H  0.373  1.370  -2.010
H  -0.729  0.240  -1.098
H  -0.036  -0.276  -2.341
H  1.442  -0.427  1.426
H  0.736  1.073  0.851
H  -0.614  -1.582  0.746
H  -2.343  -0.521  1.774
H  -1.285  0.547  2.447
H  -3.454  1.270  0.839

## Properties
Max |F| in eV Å⁻¹: 3.46
SMILES: C=C([NH3+])CNCS
Charge: +1
E_LUMO in eV: -3.419
Relative energy (zero: lowest compared OMol25 entry of this formula, charge and spin) in kcal per mole: 51.4

***

Molecular formula: C47H57I2N2O8RbSi
Method: DFT, ωB97M-V/def2-TZVPD

Geometry (Å):
Rb  -0.747  0.223  -0.464
C  5.953  -2.456  -5.205
C  4.959  -3.326  -4.418
C  4.545  -4.512  -5.300
C  5.674  -3.898  -3.190
C  3.761  -2.467  -4.019
C  3.709  -1.802  -2.833
C  2.587  -1.010  -2.446
N  2.488  -0.349  -1.295
C  3.513  0.024  -0.543
C  4.845  0.204  -1.019
C  5.872  0.563  -0.203
C  5.592  0.656  1.196
C  4.351  0.543  1.745
C  3.189  0.416  0.840
O  2.030  0.599  1.211
C  4.186  0.689  3.265
C  5.294  -0.092  3.994
C  4.294  2.176  3.635
C  2.856  0.152  3.808
C  7.255  0.856  -0.786
C  7.158  2.027  -1.775
C  8.281  1.228  0.286
C  7.771  -0.385  -1.529
C  1.388  -0.994  -3.291
O  0.352  -0.423  -2.929
C  1.519  -1.624  -4.618
C  2.660  -2.300  -4.919
C  0.351  -1.513  -5.593
C  -0.888  -2.202  -5.003
C  0.655  -2.180  -6.939
C  0.038  -0.034  -5.869
H  6.818  -3.047  -5.525
H  6.307  -1.629  -4.588
H  5.479  -2.031  -6.093
H  5.413  -5.149  -5.491
H  4.160  -4.191  -6.268
H  3.777  -5.116  -4.813
H  6.490  -4.553  -3.510
H  4.987  -4.476  -2.569
H  6.112  -3.116  -2.569
H  4.490  -1.935  -2.096
H  4.996  0.144  -2.091
H  6.423  0.861  1.858
H  6.295  0.269  3.758
H  5.247  -1.153  3.740
H  5.157  0.007  5.074
H  5.266  2.582  3.341
H  4.175  2.311  4.715
H  3.516  2.753  3.134
H  2.681  -0.877  3.490
H  2.010  0.742  3.476
H  2.898  0.172  4.902
H  6.797  2.926  -1.272
H  6.466  1.802  -2.586
H  8.138  2.243  -2.212
H  7.978  2.117  0.841
H  9.243  1.438  -0.187
H  8.429  0.415  1.000
H  7.092  -0.671  -2.333
H  7.855  -1.235  -0.848
H  8.755  -0.193  -1.969
H  2.732  -2.771  -5.889
H  -0.685  -3.260  -4.819
H  -1.721  -2.129  -5.709
H  -1.181  -1.735  -4.066
H  0.839  -3.252  -6.828
H  1.520  -1.730  -7.432
H  -0.207  -2.059  -7.599
H  -0.236  0.485  -4.954
H  -0.793  0.041  -6.577
H  0.906  0.463  -6.312
I  -0.754  2.495  3.064
C  -0.292  3.984  1.639
I  1.218  5.357  2.245
H  -1.192  4.555  1.460
H  0.020  3.508  0.718
O  -0.628  -3.610  0.083
O  -0.608  -3.776  1.512
O  -2.898  -1.192  0.682
Si  -3.243  -2.683  0.930
C  -1.996  -3.574  2.096
C  -1.446  -4.942  1.901
C  -0.965  -5.698  3.060
C  -0.819  -5.081  4.243
C  -1.272  -3.718  4.445
C  -1.891  -3.042  3.467
C  -3.600  -3.754  -0.587
C  -3.145  -3.328  -1.835
C  -3.415  -4.054  -2.984
C  -4.147  -5.233  -2.912
C  -4.612  -5.675  -1.684
C  -4.345  -4.934  -0.539
C  -4.780  -2.911  2.058
C  -5.702  -1.865  2.097
C  -6.856  -1.940  2.865
C  -7.115  -3.073  3.626
C  -6.206  -4.122  3.615
C  -5.056  -4.033  2.841
H  -1.719  -5.451  0.987
H  -0.725  -6.746  2.936
H  -0.421  -5.621  5.093
H  -1.178  -3.289  5.435
H  -2.345  -2.075  3.647
H  -2.568  -2.413  -1.896
H  -3.051  -3.696  -3.940
H  -4.357  -5.798  -3.813
H  -5.189  -6.591  -1.617
H  -4.739  -5.280  0.412
H  -5.490  -0.973  1.516
H  -7.555  -1.110  2.873
H  -8.015  -3.134  4.227
H  -6.389  -5.008  4.213
H  -4.356  -4.865  2.862
O  -2.255  2.693  -0.063
N  -1.698  2.627  -1.179
O  -0.532  3.067  -1.309
O  -2.246  2.036  -2.119

## Properties
Max |F| in eV Å⁻¹: 1.11
Charge: -2
E_LUMO in eV: 3.471
Relative energy (zero: lowest compared OMol25 entry of this formula, charge and spin) in kcal per mole: 60.9